# 1
The following is a quantum chemistry calculation of a molecular structure, C35H48F24I2InO16, from the OMol25 dataset.

Structure (ORCA input):
```
! RIJCOSX wB97M-V def2-TZVPD def2/J DEFGRID3
* xyz -1 1
C -3.0661 -0.0703 1.8189
C -2.3180 -1.3615 1.4352
C -3.2431 -2.4701 0.9008
I -3.9475 -3.6395 2.5688
In -2.1826 -3.6781 -0.6500
I -3.2596 -2.9791 -3.1551
H -3.4246 -0.1696 2.8463
H -2.3900 0.7812 1.7267
H -3.9250 0.0959 1.1662
H -1.7701 -1.7162 2.3079
H -1.6292 -1.1034 0.6247
H -4.1210 -1.9918 0.4648
H -0.5272 -3.1368 -0.6719
H -2.3516 -5.3981 -0.3464
C 4.9798 -2.0758 2.3425
C 4.2467 -2.4653 1.0779
O 3.2248 -3.4482 1.3320
C 2.1082 -2.9946 1.8862
O 1.8677 -1.8632 2.1906
C 1.1058 -4.1599 2.0580
F 1.6937 -5.2089 2.6618
F 0.6677 -4.5491 0.8678
F 0.0783 -3.7805 2.8065
H 5.3969 -2.9601 2.8264
H 5.7892 -1.3864 2.1039
H 4.3101 -1.5909 3.0514
H 4.9244 -2.9434 0.3737
H 3.8037 -1.6015 0.5819
C -3.4186 4.1772 1.1048
C -2.0224 3.6422 1.3202
O -1.0013 4.6078 0.9627
C -0.7983 5.5882 1.8165
O -1.3547 5.7928 2.8557
C 0.3565 6.4798 1.3077
F 0.1954 6.8221 0.0252
F 1.5175 5.8158 1.4208
F 0.4450 7.5960 2.0245
H -3.5413 4.5068 0.0734
H -4.1490 3.3980 1.3147
H -3.6216 5.0296 1.7534
H -1.8494 2.7899 0.6683
H -1.8682 3.3146 2.3479
C -5.1598 -7.5103 3.5970
C -5.7061 -7.8552 2.2333
O -6.6987 -8.9149 2.2995
C -7.8948 -8.5802 2.7373
O -8.2826 -7.5042 3.0848
C -8.8133 -9.8257 2.7168
F -8.2254 -10.8789 3.2992
F -9.1085 -10.1646 1.4534
F -9.9531 -9.5815 3.3580
H -4.7513 -8.3957 4.0876
H -4.3710 -6.7672 3.4918
H -5.9349 -7.1025 4.2452
H -4.9233 -8.2504 1.5911
H -6.1333 -6.9847 1.7372
C -7.7018 3.8725 -3.5889
C -7.9885 4.5999 -2.2941
O -8.0654 3.6925 -1.1745
C -6.9073 3.2394 -0.7161
O -5.8177 3.5189 -1.1203
C -7.1723 2.2963 0.4806
F -8.1189 1.4034 0.1840
F -7.5957 3.0177 1.5320
F -6.0741 1.6453 0.8342
H -8.4498 3.0985 -3.7631
H -7.7206 4.5768 -4.4204
H -6.7246 3.3930 -3.5643
H -8.9642 5.0798 -2.3288
H -7.2432 5.3677 -2.0864
C 3.1439 3.4288 2.8359
C 3.5403 2.0900 3.4132
O 4.8409 1.6726 2.9247
C 5.8853 2.2724 3.4561
O 5.9044 3.1111 4.3083
C 7.1770 1.7045 2.8260
F 7.1086 1.6765 1.4918
F 7.3833 0.4415 3.2474
F 8.2346 2.4410 3.1631
H 3.1703 3.3933 1.7487
H 2.1384 3.6980 3.1568
H 3.8266 4.2154 3.1561
H 2.8547 1.3082 3.0936
H 3.5467 2.0983 4.5029
C 4.3659 5.7999 -2.9237
C 5.5363 4.8892 -2.6268
O 5.1515 3.7787 -1.7885
C 4.4874 2.8008 -2.3871
O 4.1876 2.7276 -3.5407
C 4.1609 1.6981 -1.3546
F 3.6284 2.2326 -0.2480
F 5.2821 1.0502 -1.0030
F 3.3092 0.8177 -1.8539
H 3.9109 6.1486 -1.9960
H 4.7046 6.6623 -3.4974
H 3.5998 5.2819 -3.4984
H 6.2992 5.4151 -2.0569
H 5.9985 4.5105 -3.5383
C -6.5984 -0.7900 -9.8854
C -6.8204 -0.0723 -8.5720
O -6.9321 -0.9898 -7.4689
C -5.7881 -1.5175 -7.0381
O -4.6968 -1.2967 -7.4690
C -6.0668 -2.4599 -5.8440
F -7.0713 -3.3044 -6.1381
F -6.4382 -1.7375 -4.7816
F -4.9952 -3.1640 -5.5457
H -7.3937 -1.5157 -10.0598
H -6.5890 -0.0714 -10.7052
H -5.6503 -1.3251 -9.8838
H -7.7667 0.4652 -8.5842
H -6.0273 0.6471 -8.3668
C 10.2940 0.4672 2.2653
C 11.1840 -0.6937 2.6415
O 12.2431 -0.9076 1.6789
C 13.2599 -0.0669 1.7330
O 13.4182 0.8429 2.4921
C 14.3018 -0.4475 0.6547
F 13.7254 -0.6248 -0.5384
F 14.9158 -1.5900 0.9948
F 15.2227 0.5032 0.5382
H 9.8876 0.3265 1.2622
H 9.4820 0.5645 2.9666
H 10.8537 1.4023 2.2630
H 10.6201 -1.6240 2.6465
H 11.6178 -0.5668 3.6334
*
```

Summary:
Kohn-Sham gap (eV): 6.749
LUMO level (hartree): 0.06193



# 2
The following is a quantum chemistry calculation of a molecular structure, C35H48MnN5O2P2Se2, from the OMol25 dataset.

Structure (ORCA input):
```
! RIJCOSX wB97M-V def2-TZVPD def2/J DEFGRID3
* xyz 1 6
Mn 0.9608 -1.8753 0.2146
O -2.5945 -2.1992 4.8888
C -2.4968 -0.9124 4.5187
C -3.2722 -0.0068 5.2586
C -3.3385 1.3358 4.9728
C -2.6095 1.8187 3.8564
C -1.8110 0.9467 3.1380
C -1.6971 -0.4503 3.4610
C -0.8667 -1.3089 2.5489
O -0.0579 -0.7640 1.7245
N -1.1722 -2.6087 2.5636
N -0.3846 -3.1565 1.5668
C -0.6532 -4.3425 1.2370
C -0.0641 -4.8457 0.0067
C -0.2807 -6.1444 -0.3958
C 0.1086 -6.5451 -1.6802
C 0.9148 -5.7754 -2.4192
C 1.1729 -4.4904 -1.8982
N 0.7354 -3.9958 -0.7650
H -2.0320 -2.6944 4.2468
H -3.8832 -0.5246 5.9841
H -4.0199 1.9668 5.4889
H -2.6963 2.8469 3.5298
H -1.2110 1.1789 2.2372
H -1.3951 -4.9651 1.7290
H -0.8590 -6.7980 0.2141
H -0.0821 -7.5546 -2.0108
H 1.3181 -6.0699 -3.3812
H 1.7558 -3.8171 -2.4695
C 2.6289 -2.3073 3.5835
Se 3.4026 -2.4867 1.8651
C 3.9825 -0.6177 1.8044
C 4.4983 -0.2844 0.4143
Se 3.3136 -0.7616 -1.1474
C 4.1291 -2.4873 -1.7269
H 2.0073 -3.2474 3.7969
H 1.9240 -1.4698 3.6834
H 3.3824 -2.2874 4.3431
H 4.8652 -0.5405 2.4997
H 3.2438 0.0778 2.1961
H 5.4235 -0.9121 0.2352
H 4.7716 0.7475 0.2759
H 5.2049 -2.3833 -2.0161
H 3.5549 -2.8164 -2.5984
H 3.9105 -3.1909 -0.9246
C -2.1626 -1.6054 -0.9181
P -0.7215 -0.6114 -1.3358
C -1.3718 1.1030 -0.7438
N -2.6871 1.1743 -0.7258
C -3.2459 2.3948 -0.4609
C -4.6802 2.4897 -0.3048
C -5.2286 3.6934 -0.0412
C -4.3924 4.7988 0.2960
C -3.0466 4.7202 0.2093
C -2.4292 3.5255 -0.1998
N -1.0767 3.3564 -0.2100
C -0.5189 2.1982 -0.4076
P 1.3260 2.0150 -0.3442
C 1.4620 2.2090 1.5119
C 2.1404 3.5186 -1.0309
C 1.8745 4.7699 -0.1181
C 1.7425 3.9628 -2.4249
C 3.6116 3.1893 -0.9882
C -0.8165 -0.4218 -3.2166
C 0.2763 0.6158 -3.5655
C -0.5414 -1.7747 -3.7889
C -2.1571 -0.0137 -3.7650
H -3.0416 -0.9694 -0.9823
H -2.2239 -2.0024 0.1210
H -2.3575 -2.5133 -1.5574
H -5.3611 1.6065 -0.2925
H -6.2763 3.7787 0.0284
H -4.8322 5.7162 0.5906
H -2.4113 5.5477 0.5185
H 2.5469 2.3640 1.7193
H 1.0515 1.2779 1.9220
H 0.9531 3.1290 1.7934
H 0.8207 4.8257 0.0465
H 2.1741 5.6366 -0.7274
H 2.3543 4.7311 0.8603
H 0.6347 4.1281 -2.5155
H 1.9690 3.2079 -3.1348
H 2.1054 4.9942 -2.6935
H 4.0650 2.8586 -0.0418
H 4.1338 4.0503 -1.4450
H 3.8082 2.3998 -1.7078
H 1.2414 0.3430 -3.1779
H -0.0667 1.5718 -3.1398
H 0.3761 0.8304 -4.6387
H 0.5243 -1.9560 -3.7618
H -0.8355 -1.7827 -4.8369
H -0.9303 -2.5677 -3.2244
H -2.5236 0.8977 -3.3956
H -2.8758 -0.8368 -3.5469
H -2.1112 0.1437 -4.8582
*
```

Summary:
Energy above the lowest of the compared OMol25 structures with the same formula, charge and spin (kcal per mole): 0.0
Expectation value of S²: 8.755
Kohn-Sham gap (alpha / beta) (eV): 7.117 / 6.999
LUMO level (alpha / beta) (hartree): -0.11411 / -0.11822



# 3
The following is a quantum chemistry calculation of 11 unconnected molecules or ions with the total composition C35H49Cl4F3O27, from the OMol25 dataset.

Structure (ORCA input):
```
! RIJCOSX wB97M-V def2-TZVPD def2/J DEFGRID3
* xyz 1 2
C 29.3013 3.4834 -1.0391
C 30.7730 3.8215 -1.2176
C 31.0451 4.9965 -2.1364
O 31.9401 5.8709 -1.5216
C 32.1474 5.4216 -0.3636
O 32.9786 5.8792 0.4712
O 31.3810 4.3136 -0.0292
H 29.0747 2.8045 -1.8612
H 28.7033 4.3936 -0.9927
H 29.1225 3.0350 -0.0618
H 31.2868 2.9042 -1.5049
H 30.1616 5.5833 -2.3879
H 31.5023 4.7099 -3.0834
C 40.9667 10.2870 -0.8504
C 42.0884 10.5408 0.1703
C 42.6378 11.9784 -0.0830
O 42.6129 12.4426 1.2527
C 41.9954 11.6266 2.1247
O 41.7891 11.7304 3.3513
O 41.5483 10.5652 1.4673
H 41.4984 10.0109 -1.7611
H 40.4568 11.1949 -1.1725
H 40.4290 9.3561 -0.6704
H 42.7036 9.6415 0.1423
H 41.9444 12.5981 -0.6516
H 43.6745 11.9826 -0.4198
C 37.6441 7.5738 -1.4976
C 36.9839 6.2526 -1.0701
C 35.4861 6.1941 -1.2508
O 35.1584 4.8673 -1.7707
C 36.2751 4.4213 -2.2393
O 36.3710 3.3897 -2.9261
O 37.2999 5.1864 -1.9321
H 37.5690 8.4377 -0.8373
H 37.4119 7.7799 -2.5425
H 38.7201 7.4238 -1.5858
H 37.2159 6.0197 -0.0308
H 35.1360 7.0545 -1.8210
H 34.9895 6.4882 -0.3261
C 31.3843 8.6595 -7.2086
C 31.9654 9.7477 -6.2100
C 31.0101 10.3365 -5.1624
O 31.5069 9.7401 -4.0010
C 32.6592 9.1218 -4.1932
O 33.4491 8.7235 -3.3544
O 32.9725 9.0930 -5.4408
H 31.2286 7.6638 -6.7933
H 32.1081 8.3260 -7.9522
H 30.7122 9.0905 -7.9507
H 32.6354 10.4448 -6.7132
H 30.0660 9.7937 -5.2074
H 31.0240 11.4060 -5.3724
C 39.8117 1.9695 -0.2955
C 39.8003 2.5795 -1.7608
C 40.4507 3.9338 -2.2645
O 41.8075 3.5571 -1.9802
C 41.9703 2.2903 -2.3677
O 43.0060 1.7151 -2.4736
O 40.7824 1.6972 -2.4292
H 39.5132 2.6244 0.5230
H 40.7354 1.5823 0.1346
H 38.9886 1.2685 -0.1568
H 38.8468 2.5246 -2.2862
H 40.1750 4.7446 -1.5903
H 40.1712 4.3052 -3.2504
C 36.7725 0.6260 -6.2346
C 36.1263 0.6124 -4.8489
C 34.7650 1.4032 -4.9300
O 33.9047 0.7572 -4.0170
C 34.3107 -0.5273 -3.8874
O 33.7060 -1.3956 -3.2692
O 35.4979 -0.6631 -4.6521
H 36.0558 0.3002 -6.9884
H 37.6025 -0.0805 -6.2290
H 37.3076 1.5297 -6.5264
H 36.7074 0.8237 -3.9513
H 34.4493 1.2205 -5.9572
H 34.8576 2.4709 -4.7311
C 40.0434 6.7562 2.0996
Cl 38.7118 5.5856 1.8367
Cl 41.2950 6.4433 0.9234
H 39.6662 7.7719 1.9800
H 40.4601 6.5373 3.0827
C 37.7334 5.0042 -5.8987
Cl 36.9226 4.7245 -7.4271
Cl 39.0010 3.8030 -5.7677
H 38.2376 5.9665 -5.9868
H 37.0457 5.0273 -5.0533
C 43.8393 6.6857 -3.2362
C 43.3407 6.8908 -1.8038
O 41.9483 6.9000 -2.1078
C 41.6227 7.0015 -3.3851
O 40.5075 6.8630 -3.9268
O 42.7813 7.2082 -4.0412
F 43.7661 8.0391 -1.3269
H 44.0305 5.6300 -3.4283
H 44.7164 7.3328 -3.2334
H 43.7568 6.1145 -1.1617
C 34.2490 0.9546 0.9270
C 35.1379 1.8136 0.0933
O 36.0295 0.8262 -0.4200
C 36.0161 -0.2613 0.2766
O 36.8576 -1.1878 0.2240
O 35.1384 -0.0682 1.2876
F 35.7595 2.6486 0.9198
H 33.5446 0.4732 0.2486
H 33.6744 1.3377 1.7703
H 34.6558 2.3017 -0.7537
C 32.7127 9.4867 -0.7150
C 33.5230 9.3362 0.5863
O 32.6783 10.0112 1.4960
C 31.5298 10.3354 1.0107
O 30.6202 10.8874 1.6615
O 31.5949 10.1789 -0.3078
F 34.6226 10.1389 0.4986
H 32.3358 8.6037 -1.2311
H 33.2709 9.9979 -1.4993
H 33.7394 8.3689 1.0397
*
```

Summary:
Expectation value of S²: 0.762
Kohn-Sham gap (alpha / beta) (eV): 8.637 / 1.903
LUMO level (alpha / beta) (hartree): -0.12324 / -0.37070



# 4
The following is a quantum chemistry calculation of a molecular structure, C35H49F9N3O2PSeV, from the OMol25 dataset.

Structure (ORCA input):
```
! RIJCOSX wB97M-V def2-TZVPD def2/J DEFGRID3
* xyz 1 3
V 0.7690 -0.4805 -1.0945
C 3.3577 3.1826 6.9741
C 2.3032 2.6562 5.9350
C 1.3750 1.5654 6.5463
C 2.9375 2.1711 4.6222
C 2.5530 0.9913 3.9820
C 3.2960 0.3350 3.0314
C 4.6089 0.8141 2.7566
C 5.4801 0.0467 1.8753
C 4.9779 2.0139 3.3474
C 4.1364 2.7668 4.1124
H 3.0221 3.0327 8.0055
H 3.5678 4.2333 6.8710
H 4.3157 2.6807 6.8360
H 1.6704 3.4954 5.6966
H 1.9862 0.7644 6.9420
H 0.5851 1.2281 5.8828
H 0.9598 2.0502 7.4398
H 1.5928 0.4804 4.1841
H 2.8786 -0.6307 2.6256
H 5.0794 -0.9052 1.4910
H 6.3654 -0.3008 2.3825
H 5.8540 0.6871 1.0408
H 5.9997 2.3232 3.2132
H 4.4907 3.7472 4.4944
C 0.0176 -0.5954 -8.1705
C 0.3943 -0.2552 -6.7818
C 1.3136 -1.0445 -6.0623
C 1.8500 -0.6028 -4.8615
C 2.8835 -1.5101 -4.2468
C 1.4074 0.6207 -4.2567
Se 1.9301 1.1909 -2.4889
C 0.5488 1.4259 -4.9873
C 0.1209 2.7898 -4.4568
C 0.0178 0.9705 -6.1978
H 0.4870 -1.5453 -8.5097
H 0.3142 0.1028 -8.9672
H -1.0717 -0.7158 -8.4010
H 1.7082 -1.9728 -6.4842
H 3.3584 -2.1296 -5.0146
H 2.5882 -2.0729 -3.3742
H 3.7435 -0.8853 -3.9155
H -0.2969 2.6269 -3.5109
H -0.6854 3.1507 -5.1277
H 0.9486 3.5013 -4.3951
H -0.6631 1.6181 -6.7056
O -1.0312 -0.4022 -0.4336
P -2.4989 -0.0255 0.0449
N -3.3747 -1.0858 -0.8344
C -4.8040 -1.3591 -0.5497
C -5.3243 -1.7994 -1.9172
C -4.1726 -2.4805 -2.6525
C -2.8940 -1.9672 -1.9539
N -2.6710 -0.3270 1.6688
C -2.2546 0.5499 2.7384
C -2.4800 -0.3050 4.0526
C -2.7863 -1.7323 3.6137
C -2.7745 -1.7452 2.0930
N -2.8276 1.5352 -0.3742
C -1.8163 2.5138 -0.8827
C -2.5796 3.8209 -1.1706
C -4.0343 3.4025 -1.3359
C -4.1769 2.0458 -0.6435
H -5.3616 -0.5220 -0.1014
H -4.8563 -2.1748 0.2079
H -5.7568 -0.9318 -2.4701
H -6.1825 -2.4591 -1.7995
H -4.0347 -2.1491 -3.6744
H -4.1935 -3.5500 -2.5543
H -2.2855 -1.3815 -2.6514
H -2.3046 -2.8174 -1.6320
H -2.8174 1.5185 2.6895
H -1.2008 0.8184 2.6005
H -3.4309 0.0809 4.5140
H -1.6218 -0.2282 4.7386
H -3.8108 -1.9794 3.8908
H -2.0146 -2.3574 4.1260
H -3.7589 -2.1627 1.8212
H -1.9762 -2.3379 1.7337
H -1.4226 2.1277 -1.8476
H -1.0186 2.6625 -0.1265
H -2.1108 4.3684 -2.0104
H -2.5246 4.4757 -0.2765
H -4.3640 3.3329 -2.4145
H -4.7298 4.1237 -0.9425
H -4.6660 1.3091 -1.3315
H -4.7576 2.0271 0.3191
F 2.6276 -3.7107 -2.0390
C 1.6564 -3.5987 -1.0868
F 1.1380 -4.8385 -0.8400
F 0.6373 -2.6796 -1.7132
C 2.0346 -2.9050 0.1895
O 1.9786 -1.5241 0.1266
C 3.4663 -3.2474 0.5426
F 4.2682 -2.7519 -0.4427
F 3.7678 -2.6642 1.7453
F 3.7565 -4.5218 0.6385
C 1.0448 -3.3220 1.3276
F -0.2255 -3.3498 0.8171
F 1.1438 -2.3894 2.3394
F 1.3303 -4.5460 1.8461
*
```

Summary:
Expectation value of S²: 2.069
Kohn-Sham gap (alpha / beta) (eV): 5.620 / 6.620
LUMO level (alpha / beta) (hartree): -0.15980 / -0.12307